# 1
# C12H26NO5P2PbS

A molecular structure, C12H26NO5P2PbS (wB97M-V/def2-TZVPD, the Open Molecules 2025 dataset).

**HOMO energy**: -0.33439 Ha
**Electronic energy**: -59246.047 eV
**Relative energy (zero: lowest compared OMol25 entry of this formula, charge and spin)**: 4.608 eV
**Spin multiplicity**: 1
**Charge**: +1
**Kohn-Sham gap**: 5.57 eV

Element x y z (Å)
1 O -1.568 0.326 -2.204
2 C 2.531 1.905 -0.613
3 P 0.962 -1.594 -1.977
4 H -4.591 3.952 -2.634
5 C 1.794 -3.167 -2.324
6 C -0.092 2.037 0.232
7 H 1.371 -4.826 3.115
8 P -1.975 0.692 1.770
9 C 0.946 -0.772 -3.615
10 H -0.106 0.022 3.161
11 N 0.390 0.881 -0.357
12 H -4.047 0.473 2.950
13 H 3.555 1.779 -0.945
14 H 0.186 -3.558 3.615
15 H -1.569 0.379 4.143
16 H -1.604 1.310 -2.232
17 O -4.441 3.304 -1.938
18 O 2.614 -3.286 0.997
19 H -1.888 3.009 0.855
20 C 0.729 3.194 0.260
21 H -0.575 1.735 3.488
22 C -0.949 0.717 3.299
23 H 2.515 -3.023 -3.141
24 O 0.935 -1.596 1.708
25 S 1.295 -3.064 1.543
26 H -1.351 0.050 -1.195
27 H 3.015 -0.337 -1.973
28 H 2.708 3.986 -0.041
29 H -3.492 2.183 3.023
30 H 1.023 -3.887 -2.636
31 H 0.283 4.116 0.641
32 H 2.691 -1.063 -0.364
33 C -3.588 1.294 2.379
34 C 2.050 3.118 -0.130
35 C 1.179 -3.750 3.193
36 H 0.128 -1.146 -4.251
37 H 1.893 -1.071 -4.095
38 O 0.171 -3.681 0.737
39 H -4.232 1.531 1.520
40 H 1.946 -3.264 3.805
41 C -1.383 2.042 0.809
42 H -4.930 3.650 -1.167
43 Pb -0.907 -1.655 0.227
44 C 2.238 -0.518 -1.209
45 H 2.293 -3.548 -1.423
46 C 1.680 0.807 -0.706
47 H 0.944 0.330 -3.581
48 H -0.781 -0.017 -2.721

=====

# 2
# C12H26NO8PS

C12H26NO8PS in the gas phase (wB97M-V/def2-TZVPD, the Open Molecules 2025 dataset).

**HOMO energy**: -0.34929 Ha
**Electronic energy**: -50858.482 eV
**Relative energy (zero: lowest compared OMol25 entry of this formula, charge and spin)**: 2.474 eV
**Spin multiplicity**: 1
**Kohn-Sham gap**: 9.73 eV

Element x y z (Å)
1 H -2.604 -4.555 0.181
2 C -2.749 -0.615 1.207
3 H -2.403 2.846 1.277
4 H -2.699 0.774 -1.492
5 H -3.298 1.426 -0.130
6 H -3.267 -5.494 1.495
7 O 1.034 -1.376 -1.164
8 N -2.435 1.158 -0.590
9 H 2.111 2.685 0.319
10 H 3.746 0.819 0.740
11 O 3.220 2.676 -2.955
12 C -0.540 0.645 0.873
13 H 2.589 -0.360 0.236
14 O -3.639 -2.781 1.857
15 C 3.369 0.833 -1.350
16 C 1.823 1.664 0.534
17 H 4.888 2.244 -1.897
18 C -2.531 -3.618 2.157
19 H -4.446 -1.659 0.411
20 H -2.958 -2.409 -0.088
21 H 3.209 1.042 -4.211
22 H -0.190 3.469 1.675
23 O -0.040 2.913 2.459
24 C -1.826 0.082 0.183
25 C 0.398 1.464 -0.039
26 H 1.764 1.596 1.614
27 C -2.468 -4.808 1.226
28 H -2.624 -4.001 3.166
29 O 0.182 -0.615 1.111
30 H 4.245 0.197 -1.449
31 C -3.450 -1.923 0.750
32 H 3.574 2.568 -4.967
33 H -2.227 -0.836 2.130
34 O -1.246 -0.784 -0.802
35 H 3.628 2.986 -0.957
36 H -0.057 2.454 -0.079
37 H -1.623 -3.022 2.142
38 H 0.379 1.103 -1.060
39 P -1.017 1.601 2.434
40 C 3.734 1.990 -4.067
41 H -1.547 -5.368 1.332
42 O -0.149 -2.905 0.155
43 H -3.536 0.096 1.410
44 S 0.031 -1.546 -0.177
45 O -2.475 2.250 2.043
46 H 4.788 1.739 -3.953
47 C 2.883 0.666 0.092
48 H 2.642 0.434 -2.047
49 C 3.808 2.256 -1.734

=====

# 3
# C12H26S2

C12H26S2 in the gas phase (wB97M-V/def2-TZVPD, the Open Molecules 2025 dataset).

**HOMO energy**: -0.31278 Ha
**Electronic energy**: -34529.869 eV
**Relative energy (zero: lowest compared OMol25 entry of this formula, charge and spin)**: 7.280 eV
**Spin multiplicity**: 1
**Kohn-Sham gap**: 9.34 eV

Element x y z (Å)
1 C 1.800 -2.924 -0.275
2 C 2.169 1.193 0.029
3 H -2.563 -1.263 -2.470
4 C -0.756 -2.751 -0.987
5 C 0.692 2.755 1.676
6 H 2.532 0.904 -2.088
7 H -0.240 0.836 2.829
8 H -2.137 3.055 1.208
9 C -3.651 -0.867 -0.716
10 H 4.392 0.605 -1.013
11 H -0.574 2.460 3.325
12 H 1.932 3.550 0.067
13 H 1.492 0.226 -0.243
14 C 3.362 1.288 -1.280
15 H 0.553 -4.217 0.429
16 H -1.946 0.418 -1.752
17 H 3.723 2.390 -1.753
18 C -2.219 -0.722 -1.546
19 H 2.074 -1.845 -0.153
20 S -4.038 0.510 0.598
21 H 1.448 2.882 2.507
22 H 0.249 3.865 1.615
23 H -0.009 -1.075 -1.760
24 H -4.604 -1.023 -1.360
25 H 0.089 -2.716 1.110
26 H 0.611 2.463 -0.526
27 H 2.637 1.030 1.031
28 H -3.695 -1.866 -0.364
29 S -2.879 0.625 2.064
30 H 2.608 -3.377 0.325
31 C -0.426 1.998 2.331
32 C 1.425 2.513 0.192
33 C -1.670 1.957 1.467
34 H -1.794 -3.120 -0.718
35 H -0.301 -0.745 -0.051
36 C -0.771 -1.243 -1.008
37 C 0.349 -3.214 0.201
38 H -0.528 -3.116 -2.078
39 H 2.055 -3.121 -1.320
40 H -1.392 1.681 0.459

=====

Q: What is the relative energy (zero: lowest compared OMol25 entry of this formula, charge and spin) in the third record?
A: 7.280 eV

=====

Q: Which formula does entry 2 have?
A: C12H26NO8PS